Entry from the OMol25 dataset: a 8-piece molecular cluster, C7H28ClO11 overall in a non-equilibrium geometry (ωB97M-V/def2-TZVPD).

As for the calculated total energy: -42750.6918 eV. For the energy above the lowest of the compared OMol25 structures with the same formula, charge and spin, the calculation gives 2.3 kcal per mole. The charge is -1. The value obtained for the highest occupied orbital energy is -7.2 eV. As for the multiplicity: 1. As for the LUMO energy: 2.926 eV.

Structure (XYZ):
```
47
C7H28ClO11, DFT ωB97M-V/def2-TZVPD
O -0.66841 0.51187 -1.67875
H -0.47610 3.86285 -1.16440
H 1.16982 -1.95337 1.70598
O 1.33976 4.70144 -1.83327
H -4.62186 -2.53075 -3.79622
Cl -0.72547 0.60539 -0.23907
H 1.67205 -3.41959 -1.79133
C -4.19369 0.71013 2.91438
H -0.41635 -2.44424 2.25718
H 4.04972 3.51480 0.55721
O 0.62052 0.64040 0.27381
C -3.36136 -2.42502 -2.29491
H -3.00300 -3.46119 -2.33977
C 0.80904 -2.76518 -1.68548
C -0.02292 4.37409 -2.02164
H 3.04111 0.05278 0.67631
H 3.01491 2.47395 1.48265
H -0.56936 -2.31187 -0.43621
C 0.57421 -2.16833 2.59656
H -4.93923 0.38325 3.63980
H -3.31568 0.97196 3.52076
C 3.01758 3.17095 0.63927
H 2.37749 4.03002 0.84179
H 1.81595 3.87878 -1.63555
H 2.78859 -1.56135 -0.00948
H 4.63297 -0.38310 -0.92522
H 1.86286 1.98599 -0.36265
O -1.38842 -0.58384 0.24654
H 0.22636 -2.80400 -2.61764
H -4.51667 1.63000 2.42018
O 4.76414 -0.83484 -0.08683
H -3.34442 -2.18501 -1.23250
H 1.17098 -1.73130 -1.63511
H -3.44883 0.05624 1.25442
O 2.67698 2.48197 -0.55010
H -0.58690 5.28735 -2.19025
O -3.93999 -0.32104 1.99557
H 0.57237 -1.24700 3.18248
H 3.63686 -1.35306 1.53800
O 1.14921 -3.23916 3.35285
O -1.46617 1.73896 0.23052
O -4.65384 -2.33799 -2.85998
O -0.02082 -3.09120 -0.59512
H -0.12870 3.67810 -2.85931
C 3.49187 -0.93588 0.54216
H 1.96208 -2.89538 3.72999
H -2.62922 -1.75757 -2.75766
```

Atomic partial charges in e from the natural (NBO) method, atoms 1 to 6:
1. O -0.859
2. H 0.177
3. H 0.171
4. O -0.758
5. H 0.458
6. Cl 2.558



Entry from the OMol25 dataset: C7H28FHfN14O7 as an isolated structure in a non-equilibrium geometry (ωB97M-V/def2-TZVPD).

As for the calculated total energy: -46889.5896 eV. For the energy above the lowest of the compared OMol25 structures with the same formula, charge and spin, the calculation gives 604.2 kcal per mole. The charge is +3. The value obtained for the highest occupied orbital energy is -15.6 eV. As for the multiplicity: 1. As for the LUMO energy: -14.192 eV.

Structure (XYZ):
```
58
C7H28FHfN14O7, DFT ωB97M-V/def2-TZVPD
N 30.38225 -17.65430 -4.08217
N 19.63750 -18.93487 -1.95359
H 26.33984 -13.92590 -1.30935
N 26.48147 -15.11205 -10.68936
H 23.89334 -21.67391 -0.52890
N 23.78003 -22.66766 -0.66932
H 26.24643 -14.30227 -11.24534
H 18.49408 -24.74326 -8.03982
N 24.73711 -15.42572 -2.39513
H 24.54642 -14.66763 -11.29011
H 23.67300 -16.01168 -10.37371
O 28.53212 -18.18332 -5.16033
H 27.43531 -15.32472 -10.43431
C 20.30962 -24.46445 -7.46048
H 31.00400 -16.85862 -4.06177
H 30.22924 -15.60690 -5.33416
C 25.56363 -15.83672 -10.19468
H 24.18998 -16.12914 -2.87048
N 20.29689 -25.70013 -7.13492
N 19.30316 -24.15933 -8.19645
N 29.59091 -16.34100 -5.60572
H 26.47669 -14.85798 0.12475
H 19.27259 -14.51612 -8.52072
H 18.08951 -14.39873 -9.85348
O 17.41960 -19.54476 -1.72246
F 23.05951 -18.77237 -5.73034
H 28.98981 -16.42986 -6.41249
Hf 25.48303 -21.23590 -7.27841
H 23.42872 -24.80242 -0.56801
C 25.26701 -15.68966 -1.23867
H 21.16153 -26.08585 -6.78315
H 17.54549 -19.40068 -4.14335
H 17.67945 -15.76101 -10.95799
H 20.58806 -15.65499 -8.40529
O 21.13807 -23.65264 -7.24590
C 23.95252 -23.35177 -1.76825
H 23.66515 -25.22645 -2.28235
N 18.15455 -15.35790 -10.16308
H 30.46794 -18.55610 -3.63551
C 18.38258 -19.19137 -2.36029
N 19.66234 -15.42275 -8.73572
H 20.35710 -18.94735 -2.66220
O 19.18091 -17.19677 -9.89436
H 19.14579 -23.26822 -8.64508
H 19.50531 -26.32573 -7.18104
N 26.11816 -14.77897 -0.81616
H 24.95040 -14.63710 -2.98900
N 24.46089 -15.44218 -10.64757
C 18.93432 -16.12078 -9.58647
C 29.45668 -17.40974 -4.88168
N 18.36066 -19.12234 -3.61596
H 23.32459 -23.17634 0.07494
N 23.77404 -24.60227 -1.49580
O 25.74971 -16.75203 -9.44980
H 19.15979 -18.75443 -4.11205
O 24.44635 -22.89422 -2.76633
O 25.08514 -16.69307 -0.63617
H 19.91861 -19.26681 -1.04208
```

Atomic partial charges in e from the natural (NBO) method, atoms 1 to 6:
1. N -0.766
2. N -0.755
3. H 0.404
4. N -0.781
5. H 0.420
6. N -0.760



Entry from the OMol25 dataset: a 7-piece molecular cluster, C7H28N14O7 overall in a non-equilibrium geometry (ωB97M-V/def2-TZVPD).

As for the calculated total energy: -42909.1550 eV. For the energy above the lowest of the compared OMol25 structures with the same formula, charge and spin, the calculation gives 139.5 kcal per mole. As for the SMILES: NC(N)=O.NC(N)=O.NC(N)=O.NC(N)=O.NC(N)=O.NC(N)=O.NC(N)=O. The value obtained for the highest occupied orbital energy is -7.6 eV. As for the multiplicity: 1. As for the LUMO energy: -0.450 eV.

Structure (XYZ):
```
56
C7H28N14O7, DFT ωB97M-V/def2-TZVPD
N -0.06002 0.27624 1.31115
H 0.62078 3.51125 3.60618
H 2.49913 2.58966 -4.89279
N 3.23455 2.57234 0.61391
H -6.04470 -0.65264 3.46784
C 0.67799 -3.12009 -3.58496
N 1.47516 -4.21422 -3.74843
H 5.47997 1.27568 2.18285
H 4.12873 2.61590 -4.22588
H 2.48202 -4.17885 -3.67709
O 2.06373 0.40950 0.87257
N 3.16313 2.32329 -4.17987
O 5.08002 3.60728 1.11157
N 0.67487 -0.77056 -0.32531
C 4.32185 2.62856 1.25416
H -2.82614 2.29409 2.12292
C 1.00957 -0.08601 0.67159
H 1.29775 1.18362 -4.42881
O -1.49824 2.27029 4.25089
N -0.13705 3.46730 2.93995
H 0.08451 0.95484 2.04512
O 1.18163 -2.04164 -3.16952
N 4.59554 1.50332 1.75152
C -1.23151 2.88364 3.20831
N -3.64853 -0.02434 3.07470
H 2.99930 3.38178 0.05753
H -2.68447 0.26869 3.00522
N -5.87946 0.10030 2.81525
H 1.03383 -5.08200 -4.01726
O -2.50536 -1.70169 0.78096
N -1.63981 -3.62512 1.23039
O 3.57125 0.95517 -2.41205
H -1.96381 -2.72294 -1.65741
H -1.23046 -2.55791 -3.76948
H -0.01094 4.12194 2.18124
H 3.73110 0.98927 1.65875
H 2.70391 1.71409 0.56966
H -0.87435 -4.23978 -4.15572
H -6.63806 0.66903 2.46713
C -4.67739 0.58423 2.54886
C -2.02174 -2.72771 0.40433
O -4.49509 1.56261 1.88594
N -1.73075 -3.19890 -0.79761
H 1.60259 -0.04071 -3.22482
H -1.64266 -3.28914 2.18286
H -0.26486 -1.07929 -0.52946
H -3.86510 -0.92625 3.47440
H -1.69061 -4.20771 -0.82559
H -0.96179 -0.05624 1.00073
H -1.60033 3.54120 1.61507
H 1.40358 -0.95515 -0.99985
H -1.36591 -4.52288 0.85742
N -0.56884 -3.30420 -3.92886
N -1.96025 2.80701 2.20798
N 1.69645 0.91396 -3.54088
C 2.90528 1.34988 -3.33730
```

Atomic partial charges in e from the natural (NBO) method, atoms 1 to 6:
1. N -0.831
2. H 0.411
3. H 0.380
4. N -0.833
5. H 0.390
6. C 0.773



Entry from the OMol25 dataset: a 8-piece molecular cluster, C7H28NO7 overall in a non-equilibrium geometry (ωB97M-V/def2-TZVPD).

As for the calculated total energy: -23529.4658 eV. For the energy above the lowest of the compared OMol25 structures with the same formula, charge and spin, the calculation gives 7.1 kcal per mole. The charge is +1. The value obtained for the highest occupied orbital energy is -11.3 eV. As for the multiplicity: 1. As for the LUMO energy: -2.178 eV.

Structure (XYZ):
```
43
C7H28NO7, DFT ωB97M-V/def2-TZVPD
H 0.24270 -1.23490 -1.98220
H -4.68090 0.56286 -0.65656
H 1.92508 -0.33752 -0.45852
O 3.16745 0.37748 1.33959
O 1.07323 0.71140 4.17422
C -0.98114 0.58659 1.18668
C 0.08325 -0.28143 0.68919
H -3.46571 0.15873 0.28158
H 2.48227 -2.29418 1.16866
C 0.94322 0.10602 -0.49366
H -1.76998 -4.39017 0.36542
C 0.39221 -1.41521 1.32890
C -1.41348 1.67061 0.53791
H 0.24982 3.88656 -2.69812
H -2.58207 -2.71257 -2.36082
H -1.33984 0.28674 2.16757
C 0.38012 -0.16406 -1.88330
O -3.80499 0.17400 -0.61616
H -0.11244 -1.58685 2.27902
H -3.26827 -1.50499 -1.74677
C 1.41579 -2.44521 1.00678
O -1.25262 -4.01657 -0.35462
H -0.81758 1.58172 -2.23541
O 0.28602 3.03884 -2.24243
O 2.50337 3.23589 -0.60263
H 1.24209 -2.95393 0.06183
H 4.05801 0.37079 1.72141
H -1.55638 0.20821 -1.48594
H 2.38080 3.35813 0.34544
N -0.87911 0.55844 -2.17309
H 0.98664 3.19198 -1.58355
H 0.74726 1.40329 4.75520
O -2.50659 -1.75603 -2.27551
H 1.09513 0.21188 -2.59636
H -2.38899 2.11004 0.71249
H 1.21109 -0.06086 4.73077
H 1.23489 1.15235 -0.36197
H 3.37549 2.83531 -0.68231
H 2.66462 0.41832 2.16636
H -0.80178 2.26531 -0.12767
H 1.31776 -3.29532 1.70060
H -0.34786 -4.26155 -0.15836
H -1.48852 0.24989 -2.94366
```

Atomic partial charges in e from the natural (NBO) method, atoms 1 to 6:
1. H 0.236
2. H 0.497
3. H 0.267
4. O -0.959
5. O -0.959
6. C -0.197



Entry from the OMol25 dataset: a 7-piece molecular cluster, C7H28O7 overall (ωB97M-V/def2-TZVPD).

As for the calculated total energy: -22042.5024 eV. For the energy above the lowest of the compared OMol25 structures with the same formula, charge and spin, the calculation gives 77.8 kcal per mole. As for the SMILES: CO.CO.CO.CO.CO.CO.CO. The value obtained for the highest occupied orbital energy is -9.6 eV. As for the multiplicity: 1. As for the LUMO energy: 0.535 eV.

Structure (XYZ):
```
42
C7H28O7, DFT ωB97M-V/def2-TZVPD
H -0.35440 0.23920 2.75586
H -1.49658 -0.12865 4.09512
H -2.87063 -1.77220 1.31892
H -3.53070 1.02992 -2.40826
C 3.86598 0.38391 -0.82694
O 3.73938 0.77207 -2.18854
H 3.99961 -0.88386 2.38554
O 2.03313 -1.09206 3.09681
C -4.63287 -2.54317 1.50607
H 2.86374 2.45110 -2.30592
C 0.06048 -0.64272 -0.22939
O -2.59565 0.81693 -2.41627
H 2.95261 -1.99931 1.51343
C -1.30208 -0.22955 3.02622
H 4.88874 0.06943 -0.59645
H -4.94741 -2.67563 0.46584
H 4.00387 0.04337 -2.75648
H -2.70715 1.28180 -4.45869
C 0.99224 2.84135 -1.96817
H -1.17533 0.67437 -3.87817
H 3.62945 1.25016 -0.21378
O -2.37994 0.28782 2.23831
C -2.01464 1.31862 -3.61560
H 3.18078 -0.42393 -0.55838
H -1.22359 -1.28963 2.79668
H 0.40033 0.30645 0.20628
H -2.55824 1.18352 2.53295
H -5.03594 -1.59340 1.87628
H 0.31336 3.59089 -2.37506
H -0.83746 -0.95432 0.30556
O -3.22798 -2.60434 1.64615
H 0.84945 -1.38005 -0.09585
H 3.60663 -2.47055 3.07189
O -0.17571 -0.51263 -1.61958
H -5.04667 -3.34296 2.11652
H -1.00730 -0.04325 -1.73693
H 0.73531 1.88007 -2.42344
H -1.64525 2.33505 -3.47015
C 3.20051 -1.62375 2.50511
O 2.31440 3.24477 -2.27620
H 0.84188 2.75294 -0.88660
H 2.29363 -0.54780 3.84534
```

Atomic partial charges in e from the natural (NBO) method, atoms 1 to 6:
1. H 0.173
2. H 0.166
3. H 0.475
4. H 0.481
5. C -0.251
6. O -0.743